Record 1
# C22H60N2O8

A cluster of 8 separate species, C22H60N2O8 in total (ωB97M-V/def2-TZVPD, the OMol25 dataset).

Atoms and positions in Å:
H (-3.40454, 1.64750, -6.61805)
H (5.19629, -0.01842, -5.75996)
H (-1.36118, -1.02772, -0.45890)
C (5.12078, 1.94473, -5.20362)
H (0.67191, -1.96685, 0.60877)
C (-3.02264, -5.96472, -2.95635)
H (7.07261, -3.50386, 6.63092)
C (-0.94893, 3.40509, -5.20621)
C (5.45630, 0.51412, -4.84515)
H (7.12508, -0.70598, -4.40057)
H (-2.24609, -4.12390, -3.60041)
H (-3.28756, 7.87400, 2.92586)
H (5.80876, 2.25965, -5.98821)
O (6.07332, -5.58209, 4.31617)
H (0.01553, 2.19514, -7.70067)
H (-0.44506, 2.65423, -4.59759)
C (0.05894, -0.46587, 1.97791)
O (3.70599, 4.63795, 4.97895)
O (-4.80472, 6.84383, 0.17034)
H (-3.55403, -6.31318, -0.77301)
H (4.77387, -0.89570, -3.72696)
H (-0.47389, 1.03011, -6.49858)
C (-3.16403, -5.57309, -1.47177)
H (-3.95934, -7.63373, -2.67647)
H (-2.92184, -4.97590, -4.96922)
H (-2.12815, -6.56491, -3.12291)
H (-6.50379, -2.01177, 6.54757)
H (-5.69893, -3.49331, 5.78220)
O (1.77701, -0.19272, 0.45182)
H (0.70745, -0.76016, 2.80309)
C (-3.95726, 7.86348, 2.06592)
H (4.42371, -3.43247, 4.80177)
H (-3.97700, -4.12289, -3.85574)
H (-5.62404, 7.22003, 0.50017)
C (-0.42206, -0.47891, -0.52933)
H (7.30382, -5.22074, 6.58822)
H (-5.13828, -2.96311, 3.15254)
H (4.52830, 2.37337, 4.68853)
N (3.15999, 4.43003, 2.82097)
O (-3.98443, -6.89632, -3.29063)
H (-0.12043, 4.06662, -5.45929)
H (-3.49794, 8.65379, 1.47216)
C (5.39203, -3.28898, 4.32232)
H (5.67226, -4.49058, 6.78865)
H (4.08060, 2.08126, -5.49944)
H (-1.58058, 4.01279, -4.55829)
C (-3.89095, 6.57185, 1.24717)
H (-1.45605, 1.24326, -7.93284)
H (-1.87928, 6.16885, 1.57831)
H (-4.96589, 8.19205, 2.31653)
C (-6.53673, -2.79610, 5.79136)
H (-4.20902, 5.73622, 1.87058)
H (-2.20011, -5.30336, -1.04027)
O (4.52601, 0.02176, -3.86280)
C (6.88630, 0.35612, -4.34572)
H (2.90421, 3.73517, 2.13406)
H (5.37348, -3.16300, 3.23978)
H (-2.12240, 3.57735, -7.11889)
H (-3.93409, -4.80211, -1.44517)
H (-2.17656, 6.99717, -0.02449)
H (5.70080, -2.30903, 4.68626)
H (2.09221, -0.22203, -0.45449)
H (2.96588, 5.41992, 2.77055)
C (-1.73286, 2.82336, -6.43490)
C (3.63469, 3.97056, 3.96306)
C (-6.67452, -2.13698, 4.40406)
C (-6.21672, -3.04445, 3.28826)
C (0.51843, -0.88789, 0.58870)
N (4.11346, 2.73068, 3.83981)
O (-5.90976, -0.93622, 4.38617)
H (6.80869, -6.15312, 4.55015)
C (-2.52082, 6.26106, 0.70195)
O (-2.82748, 1.99716, -5.93517)
C (-0.85498, 1.77607, -7.19600)
C (-3.08413, -4.74516, -3.91635)
H (-7.50039, -3.25333, 6.01585)
H (0.00959, -0.60022, -1.52283)
H (7.02596, 0.63652, -3.30170)
H (-0.83030, 0.52285, -0.39540)
H (7.47244, -4.10321, 4.38291)
H (-2.54630, 5.27546, 0.23714)
H (4.01488, 2.10568, 3.05256)
H (5.26849, 2.60502, -4.34905)
C (6.46614, -4.31632, 4.74354)
H (-0.98085, -0.69495, 2.21127)
H (-6.53982, -4.06319, 3.50244)
H (7.52161, 0.85307, -5.07887)
H (0.07850, 0.62392, 1.96901)
H (-7.71139, -1.88040, 4.18679)
H (-6.63762, -2.80949, 2.31064)
H (-5.96755, -0.59107, 3.49223)
C (6.62696, -4.42934, 6.26627)

Atoms 1-2, force components in eV/Å:
0.3 0.3 -0.4
0.8 -0.5 -0.2

* energy relative to the best compared isomer or geometry (same formula, charge and spin): 2.911 eV
* strongest force on any atom: 2.8 eV Å⁻¹
* calculated total energy: -1585.567306 Ha
* frontier orbital gap: 10.0 eV

Record 2
# C22H60O8

A cluster of 8 separate species, C22H60O8 in total (ωB97M-V/def2-TZVPD, the OMol25 dataset).

Atoms and positions in Å:
H (-20.58659, -32.85574, -14.29463)
H (-25.40507, -40.48855, -8.23124)
H (-25.74699, -34.55021, -13.71313)
C (-22.19550, -43.44153, -7.53486)
H (-26.80758, -45.17584, -12.64413)
H (-25.75215, -39.14634, -7.35475)
C (-20.69788, -36.21765, -13.33516)
H (-21.00143, -34.33229, -12.23428)
O (-23.12538, -38.52293, -18.95415)
H (-25.34705, -43.51768, -14.42631)
H (-28.15800, -37.69923, -8.18214)
H (-21.63287, -41.61779, -9.47699)
H (-24.85688, -33.33552, -11.78429)
C (-24.04441, -33.84018, -11.50897)
H (-21.92499, -43.24083, -10.38557)
H (-24.12400, -38.23202, -14.32560)
C (-27.95657, -38.20867, -9.02296)
O (-19.20022, -34.48008, -12.86607)
C (-24.95870, -35.30586, -13.52995)
H (-21.28017, -37.48955, -17.69233)
H (-23.52110, -41.79713, -8.25734)
H (-24.82885, -36.83139, -18.40307)
H (-25.31968, -38.39169, -17.79917)
H (-25.36411, -36.24965, -13.92215)
H (-31.59087, -38.94263, -14.24644)
H (-22.92675, -38.39295, -13.09056)
O (-25.65751, -38.72956, -12.14386)
H (-24.57344, -40.33288, -11.97016)
H (-28.78664, -36.96768, -12.37705)
H (-20.26010, -36.74504, -14.23472)
H (-24.10230, -34.98677, -14.10127)
C (-22.19266, -37.03338, -17.31861)
H (-25.46819, -38.92083, -9.02938)
H (-24.45024, -44.14660, -12.91942)
C (-23.77561, -38.88913, -13.55161)
C (-22.35914, -42.43770, -9.97862)
C (-25.79813, -40.33983, -13.73460)
C (-25.90436, -39.57599, -8.36671)
H (-23.30267, -39.56383, -14.26710)
H (-30.59352, -36.66217, -13.80186)
C (-27.34564, -39.61035, -8.93619)
H (-22.39622, -36.60721, -16.38947)
C (-30.02293, -37.45473, -14.21731)
C (-23.32917, -38.09166, -17.58558)
C (-25.23330, -44.25537, -13.59975)
H (-26.37023, -39.18701, -11.47375)
H (-23.15919, -39.48696, -19.00697)
C (-23.05737, -42.85507, -8.63712)
H (-21.25175, -42.75642, -7.31461)
H (-23.06749, -33.64789, -12.07687)
H (-27.42546, -37.57405, -9.69766)
H (-20.46879, -36.83335, -12.46354)
H (-19.25852, -33.87849, -12.10274)
H (-22.08325, -34.02750, -14.33842)
H (-21.68188, -36.43158, -13.52505)
O (-27.14042, -40.15481, -10.25159)
H (-28.85314, -38.25147, -9.72406)
H (-20.42016, -34.17415, -15.08839)
H (-21.69533, -44.37593, -7.81643)
C (-21.02806, -33.87498, -14.19042)
H (-28.12189, -37.97156, -13.85954)
H (-30.63909, -39.04692, -12.86510)
H (-24.91946, -45.19781, -14.03513)
C (-28.67411, -37.14977, -13.43799)
H (-22.65012, -43.67735, -6.55584)
H (-30.14037, -36.34921, -15.98908)
H (-23.92092, -33.76609, -10.48578)
H (-26.86621, -40.60282, -13.38544)
H (-25.74423, -39.59776, -14.45698)
O (-24.05275, -43.80462, -9.04063)
H (-27.86233, -40.48402, -8.42029)
C (-30.62528, -38.81319, -13.90682)
H (-25.42325, -36.72847, -11.48722)
H (-24.75385, -43.47631, -9.38278)
H (-23.15813, -41.94116, -10.58123)
H (-25.09007, -37.26457, -16.46797)
H (-22.30955, -36.14081, -17.90684)
O (-30.01562, -37.27567, -15.63110)
H (-29.97211, -39.45484, -14.46491)
H (-23.33587, -35.84953, -11.91943)
C (-24.80580, -39.64641, -12.74146)
H (-25.34701, -41.31163, -14.07122)
H (-26.88028, -41.08671, -10.11093)
C (-20.41182, -34.74940, -13.14668)
C (-24.76376, -37.67694, -17.56642)
H (-28.16810, -36.28980, -13.74735)
O (-26.37359, -44.28356, -12.71860)
C (-24.27201, -35.26499, -12.06967)
O (-25.17974, -35.83164, -11.14188)
H (-22.98834, -39.01804, -16.90331)

Atoms 1-2, force components in eV/Å:
-1.2 -0.1 1.4
0.5 -1.6 -0.7

* energy relative to the best compared isomer or geometry (same formula, charge and spin): 9.461 eV
* strongest force on any atom: 10.4 eV Å⁻¹
* calculated total energy: -1475.750106 Ha
* frontier orbital gap: 9.6 eV

Record 3
# C22H61ClN5O10

A cluster of 7 separate species, C22H61ClN5O10 in total (ωB97M-V/def2-TZVPD, the OMol25 dataset).

Atoms and positions in Å:
H (-4.72905, 1.56454, 0.17059)
C (-4.01284, -2.43694, 1.96044)
C (3.50686, 2.16549, -7.15650)
H (-6.96849, -4.19420, -0.14559)
H (3.23596, -0.98829, -0.91070)
C (5.84964, -2.11874, 0.47675)
H (5.38591, -3.10672, 0.40860)
C (-2.61272, -3.09607, 1.88891)
H (-6.38176, -5.52034, 0.90527)
C (0.42785, 2.74655, -4.31024)
O (0.92131, -0.74828, -1.02141)
H (-3.17983, 1.30706, -0.56147)
H (3.29778, -3.56105, 1.26376)
H (-1.19987, 1.40020, 1.18955)
H (-4.67605, 2.95512, -2.24858)
H (-2.45224, -4.02658, 2.43439)
H (1.65808, 2.55568, 4.81046)
H (3.91192, 2.50931, -4.51256)
H (1.92010, 1.31392, -3.65411)
H (0.38330, 1.29134, 3.69749)
H (-0.05315, -4.79056, 0.03885)
H (-4.35987, -2.74895, 3.93844)
C (-6.09464, -4.79446, 0.13492)
C (1.00514, -4.86425, 0.28425)
H (-0.15700, -2.83446, 1.21036)
H (1.24041, 2.98587, -1.99336)
N (2.03632, 3.12193, -2.60526)
C (-1.60188, 5.79471, -2.25564)
Cl (-0.47098, -0.48295, -1.38809)
H (2.16255, 2.50656, 2.40604)
C (1.30410, -4.19009, 1.63963)
H (0.26203, 3.82592, -4.33022)
O (-1.32007, -1.16578, -0.43973)
O (2.75430, 1.81323, -6.02894)
H (-1.61532, 3.77904, -0.52273)
H (-1.97216, -2.30784, 2.28862)
H (1.27248, -2.35944, 0.73443)
H (-2.29145, -3.22954, 0.85263)
H (6.62224, -2.20559, -0.29180)
H (1.24101, -5.93694, 0.26298)
C (0.13962, 1.77296, 2.74998)
C (-3.75432, 3.38656, -0.51424)
C (4.66084, -5.41018, 2.64677)
H (2.82360, 2.73717, -2.09000)
C (4.84566, -1.01895, 0.23996)
H (-0.28909, 0.22861, 1.59562)
H (-4.91435, 4.47545, -1.79825)
H (-3.97138, 4.14174, 0.24965)
O (0.40186, 3.95341, 3.92938)
O (-0.63837, 0.93932, -1.28247)
H (-6.09044, -2.77566, 1.67936)
C (2.90450, 2.66595, -4.91800)
H (1.18768, 2.36401, 0.92454)
C (-5.16718, -3.36252, 1.71775)
H (1.40692, 4.11876, 5.62688)
H (-1.84897, 6.75892, -2.70262)
H (1.84829, 0.94495, 1.63799)
C (2.76241, -4.14195, 2.02866)
C (1.84768, 2.39017, -3.85652)
H (-0.32297, 2.29759, -3.66169)
H (-0.65915, 3.70502, 2.18321)
H (2.86963, -3.53988, 2.94097)
H (5.33056, -4.73615, 2.11028)
H (5.01024, -6.43190, 2.49946)
C (-3.73582, 2.00339, 0.07532)
O (-0.78623, -0.83150, -2.74416)
N (0.80567, -2.80559, 1.52249)
H (0.72633, -4.71988, 2.40128)
C (0.91983, 3.31189, 5.07656)
H (4.67109, -5.21129, 3.72228)
H (-2.31307, 3.20131, -2.09243)
H (-3.96777, -1.61721, 1.24439)
H (-1.39942, 3.04507, 3.60045)
H (3.83860, 1.25716, -7.66176)
O (-2.64215, 5.19802, -1.54748)
N (-4.91116, 3.52629, -1.43443)
H (1.60081, -4.43302, -0.52304)
C (-0.42750, 3.15638, 3.09917)
O (-5.00357, -3.98506, 0.44732)
C (-2.46480, 3.83807, -1.21416)
H (6.35387, -2.07617, 1.44535)
H (4.43128, 2.68825, -6.88836)
H (-3.30182, 1.97201, 1.07589)
H (2.82707, 3.72517, -5.19979)
N (-0.84886, 0.95770, 2.03948)
H (2.91901, 2.76270, -7.85701)
H (-1.23751, 5.16504, -3.07505)
N (-4.19787, -1.94191, 3.34832)
H (-5.21953, -4.10055, 2.52563)
H (4.10478, -0.92016, 1.03787)
H (5.38951, -0.08205, 0.07392)
O (4.11025, -1.39298, -0.92569)
O (3.32690, -5.42071, 2.18847)
C (1.40012, 1.90808, 1.89498)
H (-5.91456, -5.43369, -0.73347)
H (0.14106, 2.92044, 5.73955)
H (0.32075, 2.39293, -5.33870)
H (-0.76223, 6.00281, -1.57716)
H (-3.38622, -1.45276, 3.69687)

Atoms 1-2, force components in eV/Å:
-0.2 0.4 -0.1
1.5 -0.5 1.4

* energy relative to the best compared isomer or geometry (same formula, charge and spin): 0.000 eV
* strongest force on any atom: 2.2 eV Å⁻¹
* calculated total energy: -2360.903022 Ha
* total charge: -1
* frontier orbital gap: 9.3 eV

Record 4
# C22H61ClNO14

A cluster of 13 separate species, C22H61ClNO14 in total (ωB97M-V/def2-TZVPD, the OMol25 dataset).

Atoms and positions in Å:
H (-3.30046, -6.49088, -1.51019)
O (-4.52132, -1.08938, 0.18704)
O (-2.58105, -3.25944, 3.04573)
H (0.17498, -2.31775, -1.17239)
H (2.00260, 0.66349, 3.42449)
O (2.13148, 0.43871, 2.49370)
H (0.25704, -1.66009, -2.81305)
O (2.94510, 1.64203, -1.47549)
H (2.96958, 6.78274, 2.73097)
C (-1.74498, -2.21873, -2.17835)
O (2.97601, 4.70420, 8.18518)
C (-4.29120, -0.36835, 1.33057)
C (-0.13726, 1.20470, 0.56392)
H (1.04204, 5.18068, 7.70911)
H (-4.72233, 0.65071, 1.40516)
H (-3.02296, -2.40028, 2.99184)
H (-2.63599, -3.81597, -6.55686)
H (1.89439, -5.42409, 3.15764)
C (-2.31553, -6.01910, -1.45950)
Cl (-0.28049, 3.83240, 0.43715)
C (2.47671, 5.81033, 2.67351)
H (3.53054, 4.69015, 8.97063)
H (4.08221, 0.60686, -0.12934)
H (-0.53887, 3.06638, -2.20067)
C (-0.30931, -0.24095, -1.34577)
H (1.31379, 6.66198, -7.07601)
H (-1.99029, -5.97469, -0.42209)
H (-1.20567, -2.53893, 4.41987)
H (-2.68746, -3.25872, 5.11461)
C (1.95349, -4.73545, 2.31164)
H (2.89615, 1.72812, 0.57399)
H (3.69332, -5.35738, 1.71050)
H (0.00971, -0.89516, 0.73513)
C (2.22869, 6.10949, -6.87644)
H (2.42199, 5.42419, -7.70438)
H (3.51880, 1.54192, 6.08530)
H (2.64559, -1.21922, 1.39231)
C (-0.43588, 2.16861, -1.58089)
O (-2.63977, -7.02208, -5.56846)
H (3.04371, 5.08805, 3.25620)
H (2.03709, 3.48967, 4.64729)
H (-2.70407, -0.19805, -0.16581)
H (-3.54041, -2.89840, -1.20752)
H (-1.44448, -4.30099, 4.39077)
H (-2.25798, -2.57810, -0.05477)
H (2.54642, 2.51492, -1.53021)
H (1.75201, 6.16304, 9.00802)
H (-0.22159, 6.12682, -4.16308)
O (-0.63966, 5.20529, -2.37138)
H (4.40352, 2.35276, -0.16963)
C (1.68535, 5.15770, 8.58634)
H (-3.77480, -0.32876, -1.63623)
H (-4.42046, -6.28709, -4.86501)
C (3.62471, 1.58856, -0.22726)
C (-3.40927, -0.82758, -0.72997)
H (-0.61505, 0.82724, -3.21237)
H (-0.03274, 1.35697, 1.63810)
C (-0.46068, 0.91414, -2.13628)
O (-1.37391, -6.78483, -2.20100)
H (2.34068, 2.67293, 6.78502)
H (0.35795, 6.99298, -2.72581)
H (-4.56962, -7.68006, -5.95698)
C (-0.33335, -1.65073, -1.88186)
H (-1.67614, -6.81273, -3.11663)
H (-0.22815, 5.10835, -1.50755)
N (-0.28415, 2.26657, -0.24449)
H (1.40788, -5.14780, 1.45863)
H (1.19656, 5.52115, -3.29192)
O (-3.61851, -0.81024, 2.23034)
H (1.69606, -1.55467, 2.85938)
C (3.07040, 2.52902, 5.98962)
H (-1.02930, -2.48426, -5.57457)
H (-4.00350, -7.91304, -4.27968)
H (1.51098, -3.78312, 2.59433)
H (3.42034, -1.10771, 2.98730)
H (3.84856, 3.28815, 6.06352)
C (-0.12723, -0.06057, 0.04992)
C (-1.94667, -3.33849, 4.31502)
H (-1.59527, -3.27934, -2.42524)
O (2.42625, 2.61204, 4.71302)
C (-2.73013, -2.18667, -0.97072)
H (-2.80653, -4.60521, -4.97646)
O (-1.23186, -3.30817, -5.12254)
C (0.22926, 6.00998, -3.18307)
H (-3.26683, -2.89612, -5.15867)
H (3.05879, 6.81247, -6.77979)
H (2.43893, 5.47870, 1.63166)
H (2.87352, 4.89733, -5.50083)
H (0.67276, 6.53685, 2.68999)
O (3.31385, -4.50935, 1.95762)
O (1.15735, 5.89352, 3.21495)
H (1.25854, 4.47663, 9.32673)
C (-3.98489, -7.24456, -5.14431)
C (2.49488, -0.94095, 2.43434)
O (2.05696, 5.37910, -5.66145)
H (-2.36570, -5.00376, -1.85862)
H (-2.19780, -1.79061, -3.08747)
C (-2.56381, -3.67292, -5.47729)
H (-2.27215, -7.87712, -5.81177)

Atoms 1-2, force components in eV/Å:
-0.1 0.2 0.2
0.1 1.2 0.2

* strongest force on any atom: 1.4 eV Å⁻¹
* calculated total energy: -2442.641772 Ha
* total charge: +1
* frontier orbital gap: 8.0 eV

- Which formula does entry 1 have?
  C22H60N2O8